(1)
C51H101Cl4N10O6S | ωB97M-V/def2-TZVPD

Summary:
2S+1: 1
Kohn-Sham gap (eV): 2.246
LUMO energy (hartree): 0.0245
Total charge: -1

Positions of all 173 atoms, in Å:
1 C -15.2840 37.3618 -14.0595
2 O -16.4644 37.5791 -13.2855
3 C -16.4890 38.8616 -12.6298
4 C -17.9084 39.2055 -12.1140
5 N -18.9850 38.7212 -13.1025
6 H -19.1469 39.4432 -13.7900
7 H -18.6396 37.9051 -13.5870
8 C -20.3473 38.2558 -12.4532
9 C -21.1832 37.6361 -13.5706
10 O -20.3619 36.6978 -14.3238
11 C -20.9522 36.3017 -15.6068
12 H -15.7155 36.9351 -14.9650
13 H -14.6182 36.6542 -13.5654
14 H -14.8530 38.3272 -14.3244
15 H -16.1845 39.6680 -13.2970
16 H -15.7373 38.9260 -11.8432
17 H -18.0728 40.2759 -11.9905
18 H -18.0072 38.7416 -11.1326
19 H -20.8003 39.0711 -11.8891
20 H -20.0650 37.5221 -11.6982
21 H -21.6732 38.3728 -14.2072
22 H -21.9985 37.0475 -13.1500
23 H -20.1622 36.1709 -16.3463
24 H -21.6532 36.9716 -16.1047
25 H -21.4247 35.3377 -15.4180
26 S -21.6168 44.7228 -13.5326
27 O -21.5068 44.4770 -12.0858
28 O -20.8998 43.6927 -14.2508
29 O -23.0302 44.6897 -13.9088
30 O -21.0670 46.0208 -13.8809
31 C -22.3670 29.0460 -13.9045
32 C -21.2132 28.1661 -14.4632
33 N -20.0711 28.8222 -15.1646
34 C -19.1147 27.8565 -15.6868
35 C -19.7582 27.2220 -16.9564
36 C -19.4859 29.8592 -14.2572
37 C -18.5290 30.8685 -14.9011
38 H -21.9814 29.7325 -13.1507
39 H -23.2068 28.4315 -13.5799
40 H -22.6890 29.7196 -14.6987
41 H -20.7094 27.4995 -13.7632
42 H -21.6113 27.3492 -15.0651
43 H -18.1451 28.3248 -15.8562
44 H -19.0361 27.0894 -14.9165
45 H -19.0910 26.6687 -17.6173
46 H -20.5897 26.5702 -16.6880
47 H -20.2248 27.9884 -17.5752
48 H -19.0262 29.3970 -13.3836
49 H -20.2359 30.5041 -13.7993
50 H -18.7292 30.8235 -15.9716
51 H -17.5162 30.5397 -14.6685
52 H -18.6957 31.8911 -14.5624
53 C -7.1703 34.5617 -13.5447
54 C -7.3137 35.2844 -12.2374
55 N -7.7785 34.3637 -11.1226
56 C -8.0396 35.1317 -9.8638
57 C -8.7482 34.3084 -8.7912
58 C -7.0138 33.1450 -10.8928
59 C -5.7298 33.3920 -10.1314
60 H -6.2598 33.9624 -13.5390
61 H -7.1171 35.2438 -14.3932
62 H -7.9973 33.8635 -13.6739
63 H -6.3180 35.6473 -11.9823
64 H -8.0384 36.0963 -12.2972
65 H -7.1370 35.6066 -9.4791
66 H -8.7984 35.8740 -10.1112
67 H -8.8181 35.0044 -7.9552
68 H -9.7413 34.0028 -9.1206
69 H -8.2622 33.3696 -8.5261
70 H -6.8995 32.5568 -11.8034
71 H -7.6430 32.4603 -10.3241
72 H -5.2276 34.2750 -10.5268
73 H -5.0776 32.5391 -10.3196
74 H -5.9709 33.6641 -9.1038
75 C -29.5444 30.1924 -15.4058
76 C -30.4330 31.4119 -15.5167
77 N -29.7715 32.6933 -15.2809
78 C -28.9333 33.0861 -16.3986
79 C -28.7972 34.7075 -16.5157
80 C -29.2446 32.9135 -13.9440
81 C -30.4291 33.1118 -12.9164
82 H -29.3156 29.9798 -14.3615
83 H -28.5638 30.3110 -15.8668
84 H -30.0362 29.3219 -15.8400
85 H -30.8574 31.3478 -16.5187
86 H -31.3445 31.2690 -14.9364
87 H -29.3406 32.7712 -17.3593
88 H -28.0546 32.4484 -16.3011
89 H -28.1092 34.9734 -17.3181
90 H -28.2879 35.1655 -15.6678
91 H -29.8035 35.0642 -16.7352
92 H -28.8340 31.9834 -13.5508
93 H -28.5744 33.7712 -13.8867
94 H -30.0827 33.2943 -11.8992
95 H -30.9627 34.0134 -13.2174
96 H -31.1087 32.2601 -12.9443
97 C -22.5662 32.8784 -3.4179
98 C -23.8290 33.4871 -4.1691
99 N -23.4446 34.8405 -4.5556
100 C -23.4687 35.7462 -3.3320
101 C -22.9814 37.1997 -3.6147
102 C -24.5438 35.3626 -5.4394
103 C -24.6547 34.7041 -6.7842
104 H -21.7208 33.0342 -4.0880
105 H -22.7169 31.8067 -3.2877
106 H -22.2290 33.3215 -2.4809
107 H -23.9906 32.8844 -5.0628
108 H -24.7312 33.5818 -3.5649
109 H -24.4739 35.7446 -2.9106
110 H -22.8131 35.4007 -2.5327
111 H -22.7701 37.6882 -2.6635
112 H -22.0356 37.1836 -4.1563
113 H -23.6479 37.8056 -4.2285
114 H -24.3061 36.4043 -5.6549
115 H -25.5027 35.3729 -4.9212
116 H -23.7113 34.6588 -7.3283
117 H -25.3068 35.2177 -7.4907
118 H -24.9689 33.6605 -6.7679
119 C -12.6008 32.3516 -21.3816
120 Cl -12.8653 30.6543 -21.9182
121 Cl -11.0200 32.6113 -20.6613
122 Cl -12.7534 33.5554 -22.6967
123 Cl -13.8288 32.8046 -20.1566
124 N -18.3988 34.9271 -7.3746
125 C -17.9043 34.2568 -8.4860
126 C -16.5490 34.6031 -8.7005
127 C -16.2568 35.4567 -7.6244
128 C -17.3825 35.7356 -6.9134
129 H -19.2929 34.8292 -6.9151
130 H -18.4823 33.4625 -8.9346
131 H -15.8334 34.2320 -9.4192
132 H -15.2960 35.9058 -7.4210
133 H -17.4938 36.4209 -6.0861
134 N -19.0598 44.5674 -6.5378
135 C -19.1412 43.4675 -5.7817
136 C -18.6469 43.6946 -4.5194
137 C -18.2415 45.0322 -4.5642
138 C -18.4956 45.5855 -5.8509
139 H -19.4950 44.6145 -7.4480
140 H -19.5284 42.5632 -6.2275
141 H -18.6020 43.0949 -3.6223
142 H -17.8574 45.5572 -3.7021
143 H -18.4407 46.5893 -6.2456
144 N -26.6466 40.9222 -11.2169
145 C -27.7752 40.2986 -11.6655
146 C -28.3861 39.7865 -10.5130
147 C -27.5505 40.0367 -9.4269
148 C -26.4896 40.8202 -9.8701
149 H -26.1120 41.5549 -11.7947
150 H -27.9763 40.3418 -12.7258
151 H -29.3772 39.3586 -10.5443
152 H -27.7813 39.6871 -8.4315
153 H -25.7495 41.4663 -9.4217
154 N -15.4320 45.2731 -13.3773
155 C -14.9386 45.3868 -12.1010
156 C -13.5242 45.2943 -12.1889
157 C -13.1816 45.1444 -13.5404
158 C -14.4012 45.0891 -14.2333
159 H -16.4106 45.4279 -13.5734
160 H -15.4978 45.7321 -11.2441
161 H -12.7941 45.5133 -11.4237
162 H -12.2036 45.1758 -13.9974
163 H -14.6895 44.9755 -15.2679
164 N -19.2249 40.3457 -18.9083
165 C -19.9667 40.0518 -20.0471
166 C -19.2477 39.1312 -20.7890
167 C -18.1257 38.8202 -20.0291
168 C -18.1618 39.4804 -18.8306
169 H -19.4309 41.0379 -18.2022
170 H -20.9440 40.4891 -20.1886
171 H -19.7132 38.7417 -21.6823
172 H -17.3951 38.0489 -20.2233
173 H -17.5206 39.4586 -17.9617



(2)
C51H101F4N14O11S4 | ωB97M-V/def2-TZVPD

Summary:
2S+1: 2
Kohn-Sham gap (spin up / spin down) (eV): 5.817 / 3.767
LUMO energy (spin up / spin down) (hartree): -0.2962 / -0.3716
Total charge: +4

Positions of all 185 atoms, in Å:
1 C -0.7751 0.6847 -0.0681
2 C 0.8112 0.8192 -0.2694
3 C 1.7303 -0.4451 0.0410
4 O 1.0088 1.2837 -1.5845
5 H -1.1648 0.1213 0.7798
6 H -1.1905 0.0432 -0.8453
7 H -1.2978 1.6289 -0.2205
8 H 1.1297 1.6717 0.3304
9 H 2.7928 -0.2280 0.1514
10 H 1.4924 -1.1934 -0.7150
11 H 1.3884 -0.8411 0.9972
12 C 6.7594 -0.4094 3.6136
13 C 6.8624 -1.7741 2.9574
14 N 5.5359 -2.2531 2.7947
15 C 4.6350 -2.0032 1.7829
16 C 3.4703 -2.7482 2.0508
17 N 3.7742 -3.5565 3.1440
18 C 5.0395 -3.2318 3.6101
19 C 2.8692 -4.6026 3.7069
20 H 6.5664 -0.4427 4.6858
21 H 5.9359 0.2230 3.2820
22 H 7.6222 0.2558 3.5807
23 H 7.3525 -2.4612 3.6471
24 H 7.3775 -1.8091 1.9974
25 H 4.7576 -1.1556 1.1249
26 H 2.5613 -2.8275 1.4731
27 H 5.5801 -3.8319 4.3271
28 H 2.1921 -4.9855 2.9434
29 H 2.2833 -4.1328 4.4968
30 H 3.4751 -5.4036 4.1305
31 C -2.1289 -4.9486 -5.5925
32 C -1.2251 -3.8685 -6.1524
33 N -0.3842 -3.2260 -5.0688
34 C -0.7863 -2.2146 -4.2038
35 C 0.2222 -1.8675 -3.3557
36 N 1.3567 -2.5012 -3.7658
37 C 0.9458 -3.3631 -4.7289
38 C 2.7528 -2.2952 -3.3939
39 H -2.7110 -5.3365 -6.4284
40 H -2.7850 -4.4165 -4.9037
41 H -1.5890 -5.8005 -5.1790
42 H -1.8891 -3.0984 -6.5451
43 H -0.5211 -4.1865 -6.9214
44 H -1.8346 -1.9619 -4.1431
45 H 0.2963 -1.1894 -2.5183
46 H 1.6345 -3.9517 -5.3168
47 H 3.3208 -1.8687 -4.2208
48 H 3.2377 -3.2381 -3.1408
49 H 2.6575 -1.5688 -2.5868
50 C 6.4362 0.7207 -1.6502
51 C 4.9062 0.5044 -1.8748
52 N 4.5464 0.6977 -3.2532
53 C 5.2283 0.2194 -4.2965
54 C 4.5529 0.6574 -5.4142
55 N 3.5273 1.4632 -5.0472
56 C 3.5498 1.5379 -3.7147
57 C 2.5687 1.9524 -6.0105
58 H 6.6115 0.5239 -0.5925
59 H 6.6962 1.7575 -1.8638
60 H 7.0053 0.0018 -2.2395
61 H 4.2700 1.1267 -1.2455
62 H 4.6100 -0.5015 -1.5769
63 H 6.0098 -0.4965 -4.0886
64 H 4.8028 0.4210 -6.4379
65 H 2.8288 2.0213 -3.0721
66 H 2.4907 1.2765 -6.8621
67 H 3.0237 2.8867 -6.3392
68 H 1.5870 2.0829 -5.5553
69 C -1.9288 1.3784 -3.9848
70 C -0.8294 1.3432 -5.1145
71 N -1.1937 0.7863 -6.3696
72 C -2.1267 -0.2341 -6.6438
73 C -2.0257 -0.5280 -7.9648
74 N -1.0942 0.3878 -8.5655
75 C -0.5679 1.1783 -7.5152
76 C -0.6820 0.4932 -9.9983
77 H -2.1809 0.3252 -3.8611
78 H -2.8202 1.9677 -4.2003
79 H -1.4487 1.7373 -3.0745
80 H 0.0509 0.8121 -4.7524
81 H -0.5518 2.3950 -5.1833
82 H -2.7195 -0.4763 -5.7741
83 H -2.4611 -1.1269 -8.7510
84 H 0.2161 1.9121 -7.6300
85 H -0.3843 1.5293 -10.1592
86 H -1.2240 0.0718 -10.8449
87 H 0.2324 -0.0959 -10.0680
88 C -1.9765 6.6022 3.3568
89 C -1.5331 7.1430 1.9318
90 N -1.3641 6.0412 1.0166
91 C -0.2635 5.2089 1.0363
92 C -0.3549 4.4090 -0.0475
93 N -1.5682 4.6257 -0.6824
94 C -2.2481 5.6622 0.0174
95 C -2.0283 3.9943 -1.8357
96 H -2.3353 7.2358 4.1680
97 H -1.2014 5.9062 3.6774
98 H -2.8926 6.0469 3.1553
99 H -0.5589 7.6156 2.0564
100 H -2.1703 7.9136 1.4979
101 H 0.5023 5.2985 1.7926
102 H 0.3555 3.7048 -0.4548
103 H -3.2705 5.9658 -0.1529
104 H -2.7169 4.6273 -2.3954
105 H -2.5786 3.1342 -1.4541
106 H -1.1603 3.7242 -2.4371
107 C 4.0191 -0.9447 6.8323
108 C 2.9170 0.0225 6.5808
109 C 2.3673 0.0106 5.1343
110 N 1.2879 1.1350 4.9816
111 C -0.0033 0.7041 5.6391
112 C 1.0258 1.3084 3.4720
113 C 0.4361 2.6852 3.3211
114 C 0.9762 3.5280 4.4055
115 C 1.6847 2.5467 5.4067
116 H 4.9169 -0.7386 6.2496
117 H 3.7860 -1.9919 6.6395
118 H 4.2647 -0.9812 7.8937
119 H 3.3083 1.0253 6.7522
120 H 2.1744 -0.1002 7.3692
121 H 2.0589 -0.9696 4.7706
122 H 3.2024 0.3168 4.5043
123 H -0.8526 1.3732 5.5014
124 H 0.1152 0.7408 6.7220
125 H -0.3170 -0.3148 5.4120
126 H 0.3097 0.5885 3.0757
127 H 1.9750 1.2083 2.9455
128 H -0.6299 2.7114 3.5473
129 H 0.4181 2.9347 2.2602
130 H 0.1700 3.9922 4.9736
131 H 1.7264 4.2426 4.0670
132 H 1.4487 2.5627 6.4707
133 H 2.7584 2.6447 5.2464
134 C -4.0238 -1.2589 0.7771
135 C -5.5642 -1.5321 0.9981
136 C -6.0784 -3.0189 0.9505
137 N -7.6390 -3.0939 1.0586
138 C -8.3758 -2.5177 -0.2602
139 C -8.2894 -2.5302 2.4007
140 C -9.5545 -3.3704 2.6389
141 C -9.5914 -4.4793 1.5687
142 C -8.0370 -4.5887 1.1042
143 H -3.9307 -0.2084 0.5016
144 H -3.5835 -1.8400 -0.0331
145 H -3.5858 -1.5624 1.7280
146 H -6.1019 -0.8817 0.3082
147 H -5.8625 -1.0429 1.9254
148 H -5.6671 -3.5858 1.7857
149 H -5.8660 -3.4858 -0.0113
150 H -7.9577 -1.5166 -0.3651
151 H -9.4431 -2.3960 -0.0752
152 H -8.0421 -3.1089 -1.1130
153 H -8.5429 -1.5041 2.1344
154 H -7.5543 -2.5627 3.2048
155 H -10.3995 -2.6820 2.6255
156 H -9.5503 -3.7456 3.6623
157 H -10.3356 -4.2058 0.8208
158 H -9.8999 -5.3099 2.2037
159 H -7.8854 -5.1709 0.1953
160 H -7.4118 -4.9685 1.9123
161 N 0.3691 -4.0330 1.3970
162 S -0.4222 -3.7737 0.1088
163 O -1.1500 -2.5491 -0.0854
164 O -1.0163 -4.9386 -0.5017
165 F 0.9582 -3.5626 -0.7142
166 S -0.7637 -3.3057 2.4462
167 O -2.1324 -3.6884 2.3035
168 O -0.4686 -1.9058 2.7286
169 F -0.2483 -4.1084 3.7578
170 N 5.4426 4.0402 1.8823
171 S 4.5727 3.1383 0.9701
172 O 4.4376 1.7427 1.3075
173 O 4.4591 3.4369 -0.4541
174 F 3.1090 3.7249 1.3835
175 S 6.8173 3.9070 0.8783
176 O 7.0822 5.0906 0.0642
177 O 7.3145 2.6052 0.3853
178 F 7.8060 4.1084 2.1630
179 C -3.6241 1.4272 3.0223
180 C -3.8273 2.4138 4.2243
181 O -3.7294 3.6210 4.0308
182 O -4.1255 1.9096 5.3371
183 H -4.6616 1.2524 2.7375
184 H -3.0090 0.5806 3.3271
185 H -3.2547 1.7308 2.0427



Number 1: calculated total energy -5241.38913 Ha. Number 2: calculated total energy -5588.71558 Ha.